Density functional theory data (wB97M-V/def2-TZVPD) for an isolated molecule of C3H5NO2 at a distorted geometry.

The spin multiplicity is 1. The calculation puts the maximum force at 1.108 eV Å⁻¹. The frontier orbital gap is 11.273 eV. The charge is 0. As for the total energy: -322.5183 Ha. Its SMILES is N#C[C@H](O)CO.

Last columns: bonded neighbours and bond lengths (Å).
Cartesian coordinates (Å):
1 O 1.72 0.31 0.33  C2 1.416, H7 0.963
2 C 0.67 -0.44 -0.25  O1 1.416, C3 1.532, H8 1.096, H9 1.096
3 C -0.65 0.19 0.19  C2 1.532, O4 1.403, C5 1.474, H10 1.102
4 O -0.66 1.57 -0.10  C3 1.403, H11 0.970
5 C -1.76 -0.46 -0.52  C3 1.474, N6 1.156
6 N -2.59 -1.03 -1.08  C5 1.156
7 H 2.25 -0.27 0.89  O1 0.963
8 H 0.75 -0.38 -1.35  C2 1.096
9 H 0.70 -1.49 0.05  C2 1.096
10 H -0.78 0.02 1.27  C3 1.102
11 H 0.20 1.90 0.22  O4 0.970